Record 1
# C20H75N5O15

A 15-piece molecular cluster, C20H75N5O15 overall at a distorted geometry (ωB97M-V/def2-TZVPD, the Open Molecules 2025 dataset).

Last column: Löwdin charge in e.
Atoms and positions in Å:
O  0.061  3.617  2.647  -0.031
H  -2.081  1.125  3.107  -0.013
H  1.319  1.021  3.980  -0.018
H  0.511  0.184  4.949  0.008
H  3.354  -1.485  -1.956  0.054
H  0.691  2.148  -0.429  0.103
C  -4.673  -1.716  -3.395  -0.169
H  -0.943  0.209  1.060  0.071
H  5.601  -3.630  -2.679  0.074
H  4.145  -1.811  2.115  0.067
H  0.540  2.836  2.369  -0.021
O  1.283  0.557  -1.712  -0.204
H  -5.809  -0.134  -5.196  0.087
H  2.188  0.200  2.548  0.073
O  1.281  4.620  0.007  -0.057
C  -5.789  0.377  -4.233  -0.090
H  4.147  3.511  0.649  0.033
H  5.724  -0.513  -0.618  0.113
H  6.651  -3.066  -1.685  0.068
C  -3.421  2.660  -1.450  -0.399
O  1.196  -2.674  -1.702  -0.046
H  -1.047  -5.480  0.815  0.079
H  -4.082  -4.225  -2.831  0.074
N  5.695  -2.915  -1.972  0.011
C  -2.318  2.409  -0.380  -0.035
O  -3.244  -0.108  2.206  -0.040
C  0.574  -2.241  4.069  -0.078
H  1.158  2.415  -3.004  0.090
O  6.144  0.838  -1.985  -0.173
H  4.524  0.593  3.931  -0.015
H  -0.238  1.526  -2.876  0.073
H  -2.009  0.784  4.580  0.043
H  -5.115  1.228  -4.138  0.076
O  4.955  1.251  4.476  -0.047
H  1.339  -1.730  -1.774  -0.018
H  1.013  -1.731  3.211  0.039
H  -0.590  -3.800  2.305  0.120
O  3.556  -1.276  2.647  -0.036
H  2.431  1.820  -0.666  0.105
H  3.779  -0.673  -3.506  0.083
C  5.453  -1.602  -2.557  -0.407
H  -3.437  3.426  -3.292  0.093
H  1.862  -0.575  0.466  0.166
H  -6.608  2.487  1.654  0.083
C  -4.729  3.211  -0.969  -0.204
H  0.431  -4.267  4.658  0.147
C  0.417  -4.182  2.472  -0.219
H  -2.688  -1.915  -0.459  0.073
H  -1.199  4.118  -2.153  -0.034
O  1.282  0.750  4.897  -0.019
H  -0.596  3.290  3.261  0.013
H  0.410  -2.839  -2.223  0.041
H  2.159  4.756  -0.349  0.030
H  0.531  -5.640  0.170  0.089
H  -0.295  -0.797  -0.126  0.078
H  4.854  2.051  -2.899  0.104
H  5.997  -1.712  -3.495  0.135
H  7.216  -0.664  -1.401  0.128
C  -3.085  -1.395  -1.331  -0.056
H  2.570  -3.706  4.878  0.092
H  -5.496  -2.285  -3.827  0.127
O  -5.345  -0.466  -3.184  -0.227
O  -1.698  1.418  3.933  -0.047
H  -3.935  -0.411  2.795  0.066
C  -0.083  -5.948  1.016  -0.114
H  -6.849  0.609  -4.125  0.086
H  2.523  1.525  1.682  0.093
C  0.894  -3.682  3.864  -0.428
H  -3.861  -1.626  -4.117  0.127
H  -2.321  -1.105  -2.052  0.079
O  3.861  3.116  1.472  -0.035
H  4.044  0.817  -1.751  0.058
O  0.385  -5.548  2.257  -0.145
O  -5.105  2.496  0.207  -0.192
C  -0.028  -0.333  0.823  -0.022
H  -3.698  0.098  1.389  0.029
C  3.987  -1.513  -2.843  -0.079
H  -3.514  1.618  -1.758  0.120
H  2.634  -4.757  3.817  0.096
H  -0.489  -2.013  4.143  0.098
O  -0.489  4.756  -2.084  -0.059
C  6.156  -0.535  -1.619  -0.152
H  1.110  -1.907  4.957  0.090
H  -5.470  3.092  -1.759  0.130
C  0.842  1.380  -2.875  -0.023
H  1.013  -3.571  1.795  0.122
N  -2.855  3.528  -2.474  0.039
H  -4.662  4.279  -0.760  0.129
C  4.898  1.451  -1.990  -0.125
H  5.742  1.491  3.985  0.033
H  -2.769  1.837  0.431  0.052
H  -3.414  -3.985  -1.414  0.066
C  1.443  1.371  -0.562  -0.165
H  -3.031  4.493  -2.232  0.087
N  2.332  -3.797  3.901  0.043
H  4.872  2.195  -1.194  0.066
H  -0.237  -7.021  0.907  0.096
H  1.085  0.829  -3.784  0.092
C  -4.117  -2.270  -2.073  -0.423
C  -6.256  3.133  0.849  -0.068
H  -4.894  -2.369  -1.315  0.132
H  -3.527  -0.463  -0.979  0.052
H  3.151  -1.896  3.254  0.005
H  0.742  4.407  -0.755  -0.031
H  -5.946  4.053  1.344  0.088
H  0.126  -1.197  1.469  0.071
N  -3.495  -3.572  -2.331  0.032
H  -7.116  3.325  0.208  0.089
N  1.777  0.895  1.941  0.346
H  -1.452  1.869  -0.763  0.056
H  3.636  -2.394  -3.380  0.086
H  -0.909  5.546  -1.744  0.059
H  -1.974  3.345  0.060  0.089
C  1.290  0.342  0.610  -0.244
H  3.446  3.834  1.951  0.060

As for the total energy: -60107.01045 eV. As for the net charge: +1. As for the spin multiplicity: 2. The maximum force comes out at 4.616 eV/A.

***

Record 2
# C44H52N9O2PS4W

C44H52N9O2PS4W as an isolated structure at a distorted geometry (ωB97M-V/def2-TZVPD, the Open Molecules 2025 dataset).

Last column: Löwdin charge in e.
Atoms and positions in Å:
N  -1.466  -2.868  4.276  0.159
C  -2.992  -2.641  -3.403  -0.019
H  3.806  3.924  1.999  0.121
H  4.652  3.483  -0.896  0.100
H  -3.627  -4.380  2.155  0.118
C  -1.306  -2.434  3.048  -0.328
H  3.821  1.794  3.222  0.090
N  -2.241  -1.295  -1.515  -0.076
S  -1.249  1.366  2.082  0.587
C  2.062  4.200  -0.976  -0.195
C  2.145  -0.491  -2.591  -0.186
C  0.773  -4.053  -0.097  -0.084
C  4.715  -0.635  -1.033  -0.171
H  -2.073  -2.667  -3.992  0.098
S  -4.188  0.398  0.891  0.644
O  1.361  0.109  0.353  -0.375
C  3.707  0.033  1.935  -0.327
C  -2.455  3.731  2.441  -0.279
H  2.679  -2.212  -1.394  0.085
C  3.241  5.037  -0.505  -0.203
H  4.606  -1.289  -0.166  0.082
S  -1.463  1.336  -0.736  0.615
C  4.448  -1.479  -2.278  -0.198
N  -5.857  3.644  1.382  0.180
H  -6.452  4.217  -1.382  0.094
H  1.019  -1.161  4.540  0.105
H  -3.561  -1.791  -3.775  0.078
H  -3.447  -6.673  1.235  0.106
H  2.385  3.609  -1.838  0.097
H  2.350  0.705  5.053  0.114
H  0.775  2.614  -0.255  0.031
C  3.777  0.599  -0.929  -0.316
H  1.288  -4.463  -0.957  0.117
H  0.978  3.944  0.840  0.120
C  -3.857  2.009  1.460  -0.723
H  1.005  -0.778  2.817  0.075
C  4.357  4.110  -0.047  -0.204
C  0.126  -4.243  2.061  -0.056
C  -5.581  2.355  -1.981  -0.091
H  4.356  0.306  3.940  0.118
C  2.922  0.771  -2.200  -0.176
H  -2.901  -7.008  -1.164  0.101
H  1.217  -0.523  -2.020  0.067
C  2.765  -1.828  3.429  -0.188
H  4.744  0.161  1.609  0.112
W  -1.949  -0.631  0.641  1.116
H  4.785  -0.960  -3.179  0.114
C  3.426  -1.491  2.091  -0.188
H  -3.039  0.774  -4.730  0.070
H  -6.156  1.769  -1.276  0.093
C  -2.694  -2.447  -1.941  -0.228
C  -4.056  3.848  -3.745  -0.053
N  -1.976  -1.289  2.773  -0.073
H  2.933  5.679  0.327  0.119
C  2.221  0.554  3.978  -0.179
H  -2.615  2.346  -5.425  0.076
H  1.513  1.316  3.645  0.081
N  -2.289  -1.926  4.795  0.061
H  -3.562  -3.549  -3.561  0.073
O  -3.238  -2.219  0.817  -0.318
C  -2.655  2.400  1.948  -0.728
C  0.147  -2.817  -0.206  -0.087
H  4.416  1.480  -0.829  0.092
C  -4.655  1.728  -2.801  -0.058
H  -4.517  0.655  -2.736  0.102
P  2.710  0.736  0.550  0.808
C  3.580  0.735  3.300  -0.191
C  3.914  3.255  1.139  -0.191
C  1.642  -0.836  3.705  -0.200
H  -2.574  -5.072  -2.617  0.108
C  -2.807  -4.914  -1.573  -0.038
H  5.247  4.674  0.243  0.111
H  0.176  -2.237  -1.117  0.107
N  -1.946  -0.477  -2.624  -0.063
H  4.355  -2.054  1.975  0.111
H  2.397  -2.855  3.397  0.099
C  -1.599  0.712  -2.302  -1.075
H  -3.223  -0.129  4.066  0.144
H  2.216  1.593  -2.081  0.088
C  2.567  2.514  0.952  -0.327
C  -3.878  2.470  -3.685  -0.307
H  4.713  2.558  1.405  0.098
C  1.520  3.306  0.136  -0.185
C  -3.386  -4.547  1.113  -0.010
H  2.116  2.418  1.944  0.092
C  -2.591  -0.984  3.896  -0.104
H  2.751  -1.821  1.295  0.084
H  -2.607  -2.002  5.746  0.165
C  -2.890  -3.607  -1.066  -0.123
C  -5.746  3.729  -2.041  -0.090
C  -4.986  4.474  -2.932  -0.077
H  1.863  -0.411  -3.643  0.113
N  -0.498  -2.290  0.834  0.005
C  -2.802  1.809  -4.495  -0.414
C  -0.513  -3.019  1.971  -0.189
C  -2.985  -6.011  -0.758  -0.086
C  -3.290  -5.817  0.591  -0.073
C  -4.958  2.930  1.431  -0.270
H  5.752  -0.293  -1.026  0.114
S  -1.193  1.832  -3.624  0.883
N  0.773  -4.765  1.025  0.122
H  5.025  -2.404  -2.216  0.112
H  -3.447  4.435  -4.422  0.111
H  3.495  -1.793  4.242  0.115
H  3.593  5.693  -1.304  0.110
H  -5.108  5.548  -2.981  0.102
H  1.248  4.835  -1.329  0.117
C  -3.164  -3.427  0.295  -0.345
C  2.958  -1.773  -2.356  -0.192
N  -2.250  4.781  2.864  0.166
H  2.736  -2.518  -3.123  0.110
H  3.591  1.056  -3.016  0.120
H  0.100  -4.798  2.989  0.127

The value obtained for the energy above the lowest of the compared OMol25 structures with the same formula, charge and spin is 0.0 kJ/mol. As for the spin multiplicity: 3. The maximum force comes out at 2.112 eV/A.

***

Record 3
# C48H56O26S

C48H56O26S as an isolated structure at a distorted geometry (ωB97M-V/def2-TZVPD, the Open Molecules 2025 dataset).

Last column: Löwdin charge in e.
Atoms and positions in Å:
H  1.342  1.284  -4.654  0.090
O  0.991  4.506  -8.045  -0.216
C  4.138  6.603  -2.777  -0.269
H  5.126  10.647  3.455  0.137
C  2.919  -4.416  0.317  -0.108
C  3.692  9.027  3.716  -0.312
O  2.212  7.164  3.826  0.122
C  -0.376  1.512  -0.835  -0.204
H  1.540  -2.303  0.132  0.119
C  -1.208  -4.392  -6.118  -0.232
C  -2.910  -2.781  -7.705  -0.234
C  -0.456  -1.249  9.630  -0.234
H  -2.305  1.316  -1.674  0.107
C  1.534  0.280  -2.025  -0.190
H  -0.818  -3.370  1.795  0.100
C  -1.326  -2.242  8.904  -0.305
H  4.619  5.921  -2.067  0.114
C  -3.706  -3.283  5.746  -0.245
O  1.778  -4.121  1.097  -0.190
H  -2.502  0.854  4.689  0.119
H  5.759  7.482  -3.369  0.080
H  1.072  -0.705  -1.935  0.088
C  -3.893  -7.061  -1.828  -0.315
C  3.067  2.549  -4.139  -0.111
C  2.934  5.911  -3.415  -0.159
C  -0.712  -0.863  10.887  0.075
H  -0.970  -7.023  -3.729  0.127
H  0.449  3.042  -4.357  0.099
C  2.385  1.183  -4.363  -0.179
C  -3.557  -0.475  5.428  -0.233
H  -3.073  -3.533  9.075  0.133
C  -1.805  -0.690  -1.196  -0.195
C  0.965  3.998  -4.478  -0.135
C  -1.738  0.817  -0.882  -0.196
C  -2.509  -1.396  4.857  -0.307
O  -5.693  -2.881  6.897  0.104
H  0.406  -3.606  -0.317  0.101
O  -0.035  -5.789  -1.589  0.104
H  2.804  -4.075  -0.716  0.085
C  2.446  3.771  -4.810  -0.412
H  -1.013  -1.013  -1.876  0.092
H  -0.136  1.316  -2.994  0.115
O  -3.720  -2.163  -8.550  0.121
O  6.041  9.924  1.064  0.120
H  2.116  7.697  4.640  0.122
C  -1.765  -4.992  -7.178  0.077
H  -2.793  -1.544  0.518  0.111
C  -2.719  -2.428  10.859  -0.232
H  0.537  -2.388  2.459  0.119
H  0.235  1.197  0.012  0.092
O  -1.589  -0.881  4.248  0.093
O  -3.912  -4.569  6.001  0.115
C  -0.707  -1.332  1.061  -0.182
O  0.423  4.633  -5.650  -0.162
H  1.044  2.332  -2.206  0.095
H  -0.688  -5.192  0.316  0.093
O  5.065  6.982  -3.791  -0.059
H  3.801  -3.937  0.749  0.085
O  -5.038  -7.445  -1.980  0.108
H  2.078  0.435  -1.087  0.109
O  3.255  9.350  4.804  0.112
H  2.447  5.339  -2.625  0.108
C  4.530  8.082  1.159  -0.304
C  -1.483  -2.951  -5.774  -0.313
H  4.080  2.477  -4.544  0.129
O  -3.218  -4.686  -9.012  0.109
H  -1.879  -3.471  4.675  0.140
H  -4.102  -6.244  0.177  0.136
C  3.523  7.339  1.887  0.074
O  -3.466  -7.886  -4.022  0.118
O  -3.731  -2.892  11.574  0.123
H  -3.680  -2.443  12.440  0.121
H  -2.739  -0.854  -1.742  0.107
H  -0.136  -4.343  -4.605  0.117
C  3.125  7.777  3.090  -0.234
H  2.884  0.715  -5.214  0.118
C  -2.935  -7.280  -2.968  -0.235
C  -1.819  -1.620  0.026  -0.184
C  -3.405  -6.400  -0.634  0.077
H  6.130  9.399  0.247  0.117
H  3.413  5.566  -5.511  0.135
C  -2.127  -5.998  -0.571  -0.224
H  -2.535  -1.147  -6.393  0.137
O  -1.023  -2.513  7.755  0.105
H  2.602  -0.789  -3.577  0.103
C  3.354  5.003  -4.582  -0.097
C  0.489  1.392  -2.098  -0.208
S  0.957  3.720  -6.857  0.618
H  -1.705  -2.652  -0.314  0.091
H  -5.375  -0.284  6.518  0.136
C  -1.659  -6.881  -2.908  0.070
O  2.410  3.530  -6.261  -0.145
C  0.934  -3.128  0.517  -0.242
H  2.255  6.678  -3.795  0.125
C  -4.766  -2.365  6.300  -0.318
C  -2.463  -2.811  9.600  0.077
C  4.715  9.760  2.994  0.076
H  -0.095  -0.150  11.416  0.136
C  -2.650  -2.821  5.066  0.066
C  -1.169  -6.212  -1.716  -0.303
H  -4.400  -8.055  -3.795  0.119
H  -1.579  -6.026  -7.429  0.136
H  3.196  2.746  -3.069  0.131
O  -0.949  -2.512  -4.772  0.100
C  5.113  9.320  1.793  -0.233
C  -2.656  -4.231  -8.035  -0.312
H  3.567  0.398  -2.747  0.106
H  0.754  4.547  -3.565  0.131
H  4.366  4.649  -4.381  0.119
C  -0.047  -2.636  1.571  -0.161
O  -1.635  -5.360  0.485  0.104
O  -3.333  0.813  5.200  0.117
H  -2.284  1.002  0.047  0.111
H  3.120  6.445  1.430  0.135
H  -1.144  -0.803  1.906  0.086
H  3.822  7.480  -2.210  0.102
C  -4.618  -0.935  6.105  0.076
O  0.258  2.465  -6.857  -0.232
H  0.089  -0.721  0.641  0.084
O  -0.384  -5.007  -5.279  0.101
O  -2.184  -1.124  12.715  0.109
H  3.074  -5.495  0.293  0.086
O  4.944  7.770  0.056  0.089
H  0.510  -1.238  8.049  0.120
C  -1.860  -1.417  11.580  -0.312
O  0.568  -0.797  8.918  0.119
H  -3.974  -2.828  -9.219  0.120
H  -0.587  2.574  -0.675  0.106
C  2.575  0.227  -3.176  -0.179
C  -2.356  -2.184  -6.639  0.078
H  -4.751  -4.615  6.497  0.118

As for the total energy: -114750.90472 eV. As for the spin multiplicity: 1. The maximum force comes out at 1.303 eV/A.